Record 1
C8H26FeNO6 | ωB97M-V/def2-TZVPD

Values from the calculation:
Kohn-Sham gap (alpha / beta): 8.094 / 7.698 eV
Spin multiplicity: 6
Energy relative to the best compared isomer or geometry (same formula, charge and spin): 0.0 kJ/mol
⟨S²⟩: 8.76
Energy: -2090.20568 a.u.
Maximum force: 3.81 eV/Å
E_HOMO (alpha / beta): -7.97 / -7.61 eV

Positions of all 42 atoms, in Å:
1 H -1.8203 2.1868 -0.9518
2 H -2.6058 0.1462 3.9314
3 H 1.3065 3.8706 -1.3510
4 O -2.4933 -0.3972 1.9141
5 H -2.1928 -1.7649 -3.0036
6 H 3.2457 1.1759 -1.6795
7 O -1.8812 -1.1021 -1.1094
8 H 0.5894 -1.1725 3.6623
9 H 0.9022 -2.8078 4.1211
10 H 0.4683 3.1639 -0.0575
11 C -2.7451 -1.2829 -2.1925
12 H -0.0664 -3.5676 1.7920
13 C 3.0656 -0.3683 -3.8393
14 H -4.0795 -0.4687 3.1858
15 H 3.1005 0.2267 -4.7546
16 H 2.2126 2.9769 -0.1336
17 H -0.3879 0.8103 3.0291
18 O 0.1522 -1.6772 1.0835
19 H 0.8458 1.1699 2.1848
20 C 2.3232 1.2705 -2.2757
21 O -1.9794 1.6099 -0.1975
22 H 4.0479 -0.3942 -3.3573
23 H 0.3433 1.9436 -2.2996
24 H 0.4902 -0.1252 -1.3823
25 H -0.7713 -2.3896 3.8457
26 H -2.5917 2.0913 0.3756
27 H -3.1372 -0.2949 -2.4723
28 H -3.6025 -1.8936 -1.8878
29 N 0.6261 0.5554 -0.6204
30 H 2.8010 -1.3867 -4.1182
31 C 0.4321 -2.6240 2.0602
32 H 1.4741 -2.9596 1.9144
33 C 1.0625 1.6687 -1.5239
34 C -2.9906 -0.5771 3.1978
35 H -2.7450 -1.5743 3.5779
36 O -0.0872 0.9371 2.1202
37 O 2.0910 0.0384 -2.9063
38 H 2.6007 2.1005 -2.9427
39 Fe -1.0760 -0.2543 0.4835
40 C 1.3022 2.9672 -0.7368
41 H 1.5279 0.3650 -0.1854
42 C 0.2422 -2.1922 3.5000

Record 2
C8H27AgN5O6 | ωB97M-V/def2-TZVPD

Values from the calculation:
Kohn-Sham gap (alpha / beta): 8.064 / 6.252 eV
Spin multiplicity: 2
⟨S²⟩: 0.78
Energy: -1193.05103 a.u.
Maximum force: 7.12 eV/Å
E_HOMO (alpha / beta): -8.03 / -7.10 eV

Positions of all 47 atoms, in Å:
1 Ag -0.8471 0.6087 0.1001
2 H 3.1807 0.7891 3.0845
3 H -1.9689 -3.9545 -3.9539
4 H -1.1331 -3.6979 1.5955
5 H -1.9355 2.3108 1.9686
6 H 0.9300 -0.6232 1.9318
7 N 0.9895 5.2023 0.3496
8 H 4.2545 1.1819 1.8152
9 C 2.4490 0.3371 -0.2480
10 O -2.5058 2.0720 1.2122
11 O -1.4819 -1.3959 0.9988
12 H -3.0351 -0.4008 2.4442
13 H -2.2552 -3.9967 -0.9491
14 C -1.9455 -2.0027 1.9402
15 H 2.0720 1.2071 -2.8005
16 H -3.2152 -1.8346 3.4336
17 H -1.5619 1.0923 -2.3766
18 N -1.6712 -3.2014 2.2912
19 H -1.8748 -5.2317 -2.7734
20 O -1.8083 -2.1111 -1.6993
21 H 2.2547 -0.5074 -2.6553
22 N 0.7051 3.4812 -0.8445
23 H -3.3936 -3.1591 -2.0418
24 H 2.6357 -0.7325 -0.3444
25 O -1.6664 1.8289 -1.7434
26 H 1.7047 3.4365 -0.9824
27 H -0.5168 -4.0373 -2.9270
28 H 0.6714 0.0950 -2.9816
29 C -2.3465 -3.3975 -1.8550
30 C 0.1150 4.3680 -0.1655
31 H 0.7729 5.8205 1.1184
32 C 1.5784 0.3137 -2.4180
33 H 0.0712 2.8191 -1.2686
34 H -2.1283 -3.7575 2.9996
35 C 2.2164 0.8332 1.1579
36 H 1.9510 4.9745 0.1409
37 H -1.4842 -2.0472 -0.7979
38 C -1.5949 -4.1946 -2.9586
39 O -1.0702 4.3877 -0.1459
40 H 3.6927 -0.4808 1.9782
41 H 0.8825 0.8082 2.6701
42 C 3.3852 0.5633 2.0379
43 O 1.3057 0.5341 -1.0583
44 H 2.1455 1.9101 1.0052
45 N 0.9519 0.3722 1.7617
46 H 3.3454 0.7876 -0.6741
47 N -2.8210 -1.3706 2.6277